[1]
Density functional theory data (the ωB97M-V functional and the def2-TZVPD basis) for a cluster of 7 separate species, C60H65BN2O16S in total at a distorted geometry.

Values from the calculation:
* orbital gap: 6.2 eV
* calculated total energy: -110501.06877 eV
* SMILES: C=CC[C@@H](NCc1ccc(C)cc1)[C@@](S)(O[C@H](CCCCNC(C)=O)[C@H](C)CC)B(O)O.O=C1C=CC(=O)C=C1.O=C1C=CC(=O)C=C1.O=C1C=CC(=O)C=C1.O=C1C=CC(=O)C=C1.O=C1C=CC(=O)C=C1.O=C1C=CC(=O)C=C1
* max |F|: 7.94 eV/A
* E_LUMO: -1.8 eV
* spin multiplicity: 1
* charge: 0

Geometry as XYZ:
```
145
C60H65BN2O16S | OMol25 | the ωB97M-V functional and the def2-TZVPD basis
S 0.87 1.72 0.91
O 0.41 4.62 1.27
O 6.57 -12.18 2.82
O -0.16 6.13 -2.56
O -1.71 4.95 -0.11
O 2.74 -3.29 0.83
O 7.50 -8.72 6.76
O -0.67 2.34 -1.39
O -6.42 8.91 -1.74
O -11.44 -0.69 1.38
O -5.15 3.81 -2.50
O 2.42 -6.88 7.05
O 6.39 -5.18 3.94
O 8.38 4.47 -4.19
O 3.98 9.31 -1.53
O -8.46 3.67 0.75
O 4.25 1.30 -5.23
N -1.90 0.56 1.60
N 4.24 -2.31 -0.99
C -6.13 7.74 -1.91
C 1.52 1.40 -2.50
C -2.10 1.79 0.75
C 6.50 -9.94 3.57
C 0.77 8.29 -2.69
C -0.48 -0.63 -4.03
C -10.70 1.36 2.28
C 5.72 -6.01 6.04
C 7.57 -10.96 6.01
C -4.71 2.21 0.52
C -0.04 1.15 -1.95
C 6.22 4.26 -5.10
C -9.96 0.53 0.01
C -0.90 0.80 -3.35
C -5.46 6.95 -0.86
C 5.18 3.46 -5.36
C -2.09 3.16 -4.16
C -4.18 -6.21 3.56
C 7.45 2.31 -4.06
C -0.93 2.04 -4.42
C 5.20 2.03 -4.99
C -3.55 -4.80 2.99
C -2.67 -3.72 3.84
C 7.43 3.74 -4.43
C -2.34 -2.07 1.49
C 6.73 -9.07 4.56
C -9.95 2.46 2.12
C 0.79 6.86 -2.32
C 3.34 -6.48 6.33
C -3.36 1.69 -0.32
C -5.42 1.41 1.55
C -1.64 -0.70 0.82
C 3.12 -2.24 -2.00
C 4.73 -6.43 6.82
C 3.20 -0.78 -2.83
C -9.21 1.62 -0.14
C 7.28 -9.52 5.85
C 3.09 -6.04 4.95
C -9.14 2.67 0.89
C -5.15 5.66 -1.05
C 1.81 9.09 -2.44
C 3.03 8.58 -1.76
C 2.00 6.35 -1.65
C 5.12 -4.20 0.79
C -6.42 7.06 -3.19
C 6.41 1.52 -4.32
C -3.84 -4.47 1.38
C 7.34 -11.83 5.02
C -2.05 -2.35 3.11
C -3.25 -3.13 0.63
C 5.48 -5.57 4.65
C 3.92 -3.22 0.18
C -0.71 2.38 0.07
C 6.79 -11.38 3.73
C -5.44 4.98 -2.32
C 2.60 0.34 -1.79
C -10.76 0.32 1.24
C 4.08 -5.62 4.16
C -6.11 5.77 -3.38
C 3.04 7.15 -1.39
B -0.67 4.03 0.43
H -5.49 1.85 2.64
H 2.00 5.30 -1.38
H -5.25 7.46 0.07
H 4.89 -6.76 7.85
H -9.89 3.23 2.87
H 2.05 -2.44 -1.54
H -3.24 -6.92 3.78
H -4.49 -5.22 0.71
H 3.92 -5.29 3.14
H -11.29 1.20 3.17
H -8.61 1.79 -1.03
H -5.91 0.39 1.26
H -3.27 2.41 -1.24
H 1.82 2.53 -2.34
H -4.66 5.07 -0.28
H -0.12 8.65 -3.18
H -1.25 -0.89 -4.89
H -0.58 -1.47 -3.22
H 2.06 -6.09 4.60
H -10.01 -0.25 -0.74
H -2.98 2.80 -3.47
H -1.87 -0.66 -0.32
H 6.75 -5.96 6.39
H -1.17 1.55 -5.48
H 4.36 -0.61 -3.02
H 2.68 -0.83 -3.87
H -2.42 -3.89 4.98
H 8.35 1.95 -3.57
H -2.02 0.67 -2.97
H -2.78 0.42 2.15
H 4.68 -5.21 1.23
H -6.91 7.65 -3.95
H -3.62 0.59 -0.65
H -0.04 4.90 2.12
H -5.12 3.32 0.32
H -6.32 5.25 -4.31
H -1.60 4.09 -3.58
H -3.47 -2.98 -0.51
H 3.30 -3.09 -2.81
H 3.50 1.00 -1.42
H 1.82 10.14 -2.70
H 4.28 3.82 -5.85
H 0.60 -0.61 -4.51
H -0.47 -0.92 0.91
H 1.62 1.19 -3.67
H -1.51 4.97 -1.11
H 5.98 -4.39 0.00
H 5.64 -3.66 1.71
H 0.08 2.61 -4.56
H -4.78 -6.74 2.70
H 6.41 0.47 -4.05
H -1.39 -1.55 3.71
H 6.22 5.31 -5.37
H 3.94 6.79 -0.90
H 4.53 -1.36 -0.63
H 6.10 -9.63 2.61
H 7.54 -12.88 5.13
H -4.75 -6.12 4.58
H -0.10 0.17 -1.32
H 0.59 1.79 2.32
H 6.53 -8.01 4.45
H -2.44 2.63 1.52
H 7.97 -11.27 6.97
H 2.10 -0.22 -0.88
H -2.47 3.63 -5.19
```

---

[2]
Density functional theory data (the ωB97M-V functional and the def2-TZVPD basis) for a structure of composition C60H66Cl3GeIN2O8P2STi at a distorted geometry.

Values from the calculation:
* orbital gap (alpha / beta): 8.5 / 8.6 eV
* calculated total energy: -237368.70116 eV
* max |F|: 1.03 eV/A
* E_LUMO (alpha / beta): -1.9 / -1.8 eV
* spin multiplicity: 2
* charge: +1

Geometry as XYZ:
```
145
C60H66Cl3GeIN2O8P2STi | OMol25 | the ωB97M-V functional and the def2-TZVPD basis
I -3.23 -7.14 6.30
Ge 0.74 2.24 2.67
Ti 0.01 -0.35 1.58
Cl 5.76 5.06 -4.60
Cl 0.92 3.86 -6.93
Cl 5.19 1.16 -5.21
S 3.79 6.69 -3.09
P -2.83 -0.47 -0.22
P -0.88 -2.28 -1.47
O -0.51 -2.40 -0.03
O -1.98 -0.24 1.00
O 5.64 2.46 -2.49
O -0.27 -1.79 2.73
O 1.16 -3.44 2.25
O 1.69 0.58 2.39
O 0.19 1.96 0.86
O -0.68 1.07 3.10
N 3.32 -0.11 -1.29
N 1.51 -0.48 -0.09
C 2.17 -3.58 -3.77
C -0.74 2.72 -1.21
C 3.02 2.55 -5.87
C -0.31 3.14 0.19
C -5.71 3.02 -0.81
C -4.42 -3.81 1.36
C 1.89 3.31 -5.61
C -3.92 0.92 -0.52
C 3.79 2.11 -4.81
C 3.46 2.40 -3.49
C -3.22 -4.71 -3.74
C -2.65 -4.51 4.92
C 2.33 3.18 -3.28
C 4.31 1.99 -2.30
C -0.88 -6.14 4.67
C -0.57 1.13 5.52
C -1.51 3.71 0.93
C -2.10 -4.73 -1.19
C 5.08 4.77 -1.95
C -1.79 -0.72 -1.69
C 2.89 0.65 4.51
C -0.68 -3.97 3.65
C 1.15 -3.48 -2.83
C -3.40 -5.81 -2.90
C 0.46 -2.29 -2.67
C 2.99 0.42 3.00
C -5.73 -3.29 -0.59
C 3.34 -1.44 -0.92
C 1.54 3.64 -4.31
C -2.13 -5.78 5.17
C -5.34 2.60 0.46
C -3.88 -1.89 0.02
C 4.94 5.42 -3.14
C -1.92 -3.61 4.17
C -2.48 -3.63 -3.30
C 1.78 -1.30 -4.42
C -2.45 0.03 4.33
C 3.48 -1.00 2.74
C -5.47 -4.10 0.51
C 3.93 1.44 2.37
C -5.19 2.40 -1.94
C 0.77 -1.19 -3.47
C 2.48 -2.48 -4.56
C 2.23 -1.65 -0.18
C 3.48 6.38 -1.43
C -2.22 2.51 4.25
C -0.17 -5.24 3.91
C -2.84 -5.82 -1.63
C 4.42 0.48 -2.05
C -1.93 -3.63 -2.02
C 4.22 5.34 -0.96
C -1.47 1.19 4.30
C 0.15 -3.05 2.80
C -4.45 1.55 0.61
C 5.98 3.60 -1.71
C 0.81 4.18 0.11
C 2.21 0.42 -0.77
C -4.30 1.35 -1.79
C -3.62 -2.70 1.11
C -4.95 -2.18 -0.84
H 1.89 -2.55 0.31
H -1.97 4.51 0.35
H 4.25 -1.27 3.46
H 1.94 1.46 -0.85
H -6.41 3.84 -0.93
H 1.74 3.72 -0.21
H 0.55 4.98 -0.59
H -1.67 -4.72 -0.19
H 0.00 0.20 5.52
H 0.99 4.64 1.08
H 0.67 4.25 -4.12
H 0.24 -0.25 -3.37
H -5.18 -1.54 -1.68
H 2.66 -1.71 2.83
H 3.93 1.32 1.28
H -2.31 -2.79 -3.97
H 7.01 3.83 -1.99
H -6.56 -3.53 -1.26
H 2.78 7.00 -0.89
H -3.61 -4.23 5.33
H -1.17 1.16 6.43
H 0.80 -5.50 3.50
H -2.25 2.93 1.09
H -1.06 0.09 -1.67
H 2.25 -0.11 4.96
H 0.12 1.97 5.55
H -1.65 2.12 -1.16
H -1.23 4.12 1.90
H -3.65 -4.71 -4.73
H 4.14 -2.09 -1.22
H 3.88 0.57 4.95
H -6.10 -4.96 0.70
H -5.48 2.73 -2.92
H -3.89 0.87 -2.68
H 3.88 2.46 -1.41
H 3.91 -1.09 1.74
H -1.53 3.36 4.19
H -1.92 -0.90 4.52
H -0.48 -7.12 4.87
H -2.31 -2.62 3.99
H 3.30 2.31 -6.89
H -2.83 2.64 5.15
H 0.90 -4.34 -2.22
H -2.98 -6.67 -0.98
H -2.35 -0.68 -2.62
H 3.26 -2.56 -5.31
H 3.64 2.47 2.61
H 5.33 0.32 -1.48
H -2.98 -0.06 3.37
H -3.18 0.18 5.12
H 4.95 1.29 2.73
H 2.01 -0.45 -5.05
H 2.70 -4.51 -3.89
H -5.75 3.09 1.33
H 2.09 3.47 -2.26
H 4.19 5.00 0.07
H 0.04 2.15 -1.72
H -2.77 -2.47 1.74
H 4.52 -0.06 -2.99
H -4.21 -4.44 2.22
H -2.88 2.55 3.38
H -3.97 -6.66 -3.24
H -0.97 3.60 -1.82
H -4.16 1.22 1.60
H 5.97 3.34 -0.64
H 2.50 1.64 4.75
```

---

[3]
Density functional theory data (the ωB97M-V functional and the def2-TZVPD basis) for a structure of composition C60H70As2F12N10 at a distorted geometry.

Values from the calculation:
* orbital gap: 8.1 eV
* calculated total energy: -232463.41056 eV
* max |F|: 2.23 eV/A
* E_LUMO: -15.4 eV
* spin multiplicity: 1
* charge: +8

Geometry as XYZ:
```
154
C60H70As2F12N10 | OMol25 | the ωB97M-V functional and the def2-TZVPD basis
As 2.23 -0.41 -0.66
As -3.18 -3.47 0.96
F 1.06 0.83 -0.21
F -4.02 -2.00 1.44
F 3.25 -1.70 -1.19
F 0.96 -1.53 -0.25
F -1.67 -2.65 1.19
F -2.42 -4.89 0.32
F -3.25 -2.83 -0.69
F -4.71 -4.23 0.69
F -3.11 -4.11 2.54
F 3.42 0.80 -1.05
F 1.66 -0.30 -2.30
F 2.92 -0.53 0.91
N 2.31 4.36 -8.46
N 5.39 -0.49 -4.44
N -0.25 -10.59 -0.47
N -3.97 4.91 -0.77
N 6.82 7.31 7.92
N 4.14 3.59 2.61
N -6.08 -1.69 -1.44
N -0.91 -0.28 3.22
N 0.82 -4.21 -3.19
N -7.71 -0.89 4.87
C -5.96 0.62 4.30
C 4.33 1.63 -4.50
C -5.29 -1.19 -2.40
C 4.04 1.45 -5.87
C 3.64 2.74 1.48
C 5.40 5.55 7.23
C -3.65 -0.29 3.78
C 0.55 -0.45 3.07
C 3.28 4.28 3.40
C 4.37 0.23 -6.43
C -3.08 4.00 -1.26
C 1.69 5.38 -9.36
C -0.39 -11.90 0.24
C 5.07 0.67 -3.84
C -4.75 0.07 -2.25
C -5.58 3.21 -0.52
C 3.40 2.47 -6.74
C 7.53 8.03 9.00
C -2.80 -1.23 4.32
C -5.11 -0.47 4.02
C 0.96 -5.32 -3.94
C 3.75 5.13 4.38
C 1.65 3.19 -8.23
C -1.26 -9.70 -0.39
C 6.36 7.03 5.61
C 5.42 3.46 3.00
C 5.93 4.24 4.01
C 0.67 -6.57 -3.44
C 6.19 -1.50 -3.70
C 4.97 -0.76 -5.69
C -9.17 -1.13 5.09
C -1.10 -8.43 -0.90
C -1.69 0.69 2.71
C 5.64 5.87 5.90
C 3.34 4.67 -7.68
C -6.96 -1.93 4.46
C 2.18 2.25 -7.40
C 0.84 -10.35 -1.22
C -6.59 -3.07 -1.59
C 3.91 3.76 -6.79
C -6.43 -1.03 -0.33
C -3.44 2.69 -1.43
C -3.06 0.68 2.94
C 1.34 -2.93 -3.73
C -3.49 6.31 -0.66
C 5.09 5.06 4.76
C -4.70 2.25 -1.01
C 0.35 -4.31 -1.93
C -5.22 4.54 -0.50
C -5.15 0.85 -1.16
C 7.05 7.65 6.64
C -7.22 0.35 4.78
C 0.27 -6.72 -2.11
C 1.04 -9.07 -1.70
C 0.05 -5.53 -1.39
C -5.97 0.26 -0.22
C 0.08 -8.08 -1.55
C -5.65 -1.75 4.08
C -1.48 -1.24 3.94
C 6.09 6.22 8.22
H 6.17 5.88 9.24
H 6.90 -1.98 -4.38
H -4.27 0.53 -3.10
H 5.60 0.92 -2.94
H 1.91 -8.89 -2.32
H -1.16 -12.43 -0.33
H 1.18 4.83 -10.15
H -5.09 -1.87 -3.21
H 7.52 8.61 6.49
H 2.92 3.25 0.85
H -7.54 -3.00 -2.14
H -7.85 1.13 5.20
H 3.76 5.66 -7.81
H 6.81 -0.98 -2.97
H -9.35 -2.17 5.33
H -5.55 1.61 4.20
H 8.17 8.80 8.58
H 3.04 5.80 4.84
H 0.51 -12.48 0.06
H 4.09 -0.11 -7.42
H 2.23 4.11 3.18
H 0.65 -7.41 -4.11
H -9.55 -0.40 5.80
H 0.82 -1.17 2.29
H 6.10 2.89 2.38
H 0.19 -3.37 -1.42
H 7.99 7.33 9.69
H -1.92 -7.73 -0.82
H 1.32 -5.24 -4.95
H 0.72 3.01 -8.76
H -3.10 -2.01 5.01
H 6.99 4.25 4.25
H -6.01 -3.64 -2.31
H 0.91 -0.85 4.01
H -4.28 6.93 -0.23
H -2.09 4.37 -1.47
H 6.46 7.43 4.61
H -5.04 -2.61 3.82
H -5.85 5.33 -0.11
H -6.27 0.81 0.67
H 5.24 -1.73 -6.08
H 1.68 1.31 -7.19
H 5.53 -2.21 -3.23
H 3.96 2.53 -4.02
H -6.94 -1.54 0.48
H -3.59 1.55 2.57
H 4.87 4.64 7.48
H -3.29 6.65 -1.68
H -1.23 1.38 2.01
H -7.46 -2.89 4.40
H -9.65 -0.90 4.14
H 6.81 8.60 9.60
H -0.65 -11.74 1.28
H 3.21 1.87 1.98
H 2.15 -2.60 -3.07
H 2.49 5.93 -9.84
H 4.52 2.45 0.92
H -6.68 -3.55 -0.63
H 1.15 0.42 2.83
H 1.01 5.98 -8.78
H 1.63 -11.09 -1.21
H 1.82 -3.17 -4.67
H -2.65 2.00 -1.70
H -2.64 6.35 0.01
H 4.81 4.07 -6.29
H -0.26 -5.65 -0.36
H -0.81 -1.99 4.34
H -6.59 2.94 -0.27
H -2.10 -10.12 0.14
H 0.63 -2.11 -3.76
```

---

- The highest charge belongs to which entry?
  C60H70As2F12N10

---

- Look up the calculated total energy of the first one.
  -110501.06877 eV